(1)
82
Properties=species:S:1:pos:R:3 method="wB97M-V/def2-TZVPD" lumo_ev=-6.3 orbital_gap_ev=6.00 charge=+2 fmax_ev_per_a=2.7 e_above_lowest_kj_mol=66.3 e_homo_ev=-12.3398
C 0.4607 -0.0838 1.5166
C 1.4832 0.2488 0.5666
C 1.1879 1.5600 0.0471
H 2.3969 -0.3244 0.3840
C -0.0334 2.0171 0.6606
C -0.4658 1.0081 1.5782
H -1.2729 1.1086 2.3075
H 0.4760 -0.9384 2.2003
H 1.8516 2.1639 -0.5739
H -0.4647 3.0147 0.5433
Zr -0.5378 0.1102 -0.6849
Si -0.4448 3.0408 -6.1368
C 0.3243 2.4145 -7.7216
C -0.4254 2.1366 -8.8816
H -1.5177 2.1345 -8.8398
C 0.2196 1.9073 -10.1088
H -0.3615 1.7747 -11.0227
C 1.6170 1.8495 -10.1712
H 2.1239 1.6633 -11.1189
C 2.3709 2.0410 -9.0067
H 3.4620 1.9475 -9.0447
C 1.7250 2.3671 -7.8067
H 2.3262 2.5973 -6.9223
C -1.2764 4.6212 -6.7212
C -0.5244 5.4863 -7.5459
H 0.3895 5.1299 -8.0279
C -0.9124 6.8180 -7.7212
H -0.2546 7.5048 -8.2588
C -2.1271 7.2673 -7.1938
H -2.4039 8.3192 -7.2961
C -2.9655 6.3592 -6.5323
H -3.9360 6.7109 -6.1779
C -2.5552 5.0382 -6.3007
H -3.2103 4.3331 -5.7887
H 0.6870 3.5923 -5.3978
Si 0.0947 1.4791 -3.1233
C -0.0744 3.2903 -2.8235
C 1.0784 4.1047 -2.9449
H 1.9605 3.7061 -3.4584
C 1.0807 5.3952 -2.4167
H 1.9826 6.0057 -2.5076
C -0.0555 5.8809 -1.7616
H -0.0290 6.8661 -1.2974
C -1.2228 5.1100 -1.6984
H -2.1120 5.5088 -1.2034
C -1.2516 3.8324 -2.2584
H -2.1668 3.2368 -2.2437
C 1.7173 0.9062 -3.8202
C 2.9356 1.0219 -3.1078
H 2.9292 1.3395 -2.0628
C 4.1531 0.7610 -3.7408
H 5.0882 0.8875 -3.1879
C 4.1717 0.3698 -5.0885
H 5.1211 0.2232 -5.6067
C 2.9645 0.1901 -5.7799
H 2.9761 -0.0982 -6.8295
C 1.7418 0.4017 -5.1368
H 0.8035 0.2372 -5.6714
H -1.1662 2.0318 -5.2494
Cl -1.5756 0.1968 -3.3271
N -1.9963 -2.7288 0.8769
C -0.8052 -3.0269 0.2100
C -0.2478 -4.2927 0.4379
C 0.9839 -4.6146 -0.1237
C 1.6026 -3.6694 -0.9589
C 0.9823 -2.4493 -1.2025
N -0.2001 -2.1073 -0.5791
C -2.8622 -1.6350 0.8319
C -4.0563 -1.7342 1.5599
C -4.9083 -0.6292 1.6264
C -4.5428 0.5398 0.9421
C -3.3683 0.5743 0.2125
N -2.5246 -0.5155 0.1545
H -2.3505 -3.5040 1.4277
H -0.8050 -4.9637 1.0981
H 1.4628 -5.5731 0.0803
H 2.5815 -3.8673 -1.4029
H 1.3825 -1.7114 -1.9077
H -4.2525 -2.6795 2.0670
H -5.8330 -0.6738 2.1961
H -5.1659 1.4382 0.9926
H -3.0489 1.4521 -0.3593

***

(2)
92
Properties=species:S:1:pos:R:3 method="wB97M-V/def2-TZVPD" lumo_ev="-2.5 / -2.5" orbital_gap_ev="6.99 / 8.39" charge=+1 spin_multiplicity=8 fmax_ev_per_a=1.7 e_above_lowest_kj_mol=0.0 e_homo_ev="-9.4695 / -10.8685"
Eu -0.1261 1.5181 3.0701
I -3.0040 3.3045 3.9193
C -1.5775 4.8611 3.6202
I -0.5906 4.8394 1.7396
H -0.7834 4.7398 4.3515
H -2.0859 5.7994 3.7516
N 1.0670 -0.4037 2.0310
S 1.2721 -1.3968 1.0089
N 1.2799 -0.8379 -0.5656
S 0.0521 -0.7577 -1.5429
N -1.3100 -0.0827 -1.2910
S -1.5081 1.3085 -0.4244
N -1.4305 1.1545 1.0075
C -3.0697 1.8981 -1.1197
C -3.4457 1.6164 -2.4197
C -4.6890 2.0153 -2.8657
C -5.5417 2.6591 -1.9949
C -5.1846 2.9149 -0.6832
C -3.9226 2.5377 -0.2403
C -0.2442 2.3942 -1.0813
C -0.4463 3.2041 -2.1839
C 0.6129 4.0151 -2.5955
C 1.8144 3.9677 -1.9356
C 1.9801 3.1934 -0.7938
C 0.9414 2.3863 -0.3544
C -0.4414 -2.3962 -2.0382
C 0.5510 -3.2294 -2.5258
C 0.1657 -4.4888 -2.9661
C -1.1682 -4.8396 -2.9613
C -2.1437 -3.9745 -2.5052
C -1.7696 -2.7404 -2.0093
C 0.7767 -0.0674 -2.9813
C -0.0313 -0.0136 -4.1131
C 0.4292 0.6091 -5.2520
C 1.6831 1.1921 -5.2361
C 2.4966 1.1405 -4.1174
C 2.0547 0.5071 -2.9747
C 2.8336 -2.3465 1.0754
C 3.1395 -2.8624 2.3487
C 4.3759 -3.4582 2.5874
C 5.2953 -3.5613 1.5339
C 4.9747 -3.1005 0.2579
C 3.7393 -2.4986 0.0403
C 0.0312 -2.6967 1.0047
C -1.2248 -2.2371 1.3779
C -2.3082 -3.1132 1.4775
C -2.1201 -4.4564 1.2102
C -0.8680 -4.9147 0.8333
C 0.2211 -4.0454 0.7309
H -2.7760 1.0632 -3.0541
H -4.9891 1.7425 -3.8573
H -6.5477 2.9234 -2.3320
H -5.8766 3.3951 -0.0077
H -3.6077 2.6412 0.7816
H -1.3845 3.2509 -2.6786
H 0.5051 4.7009 -3.4312
H 2.6565 4.5616 -2.2599
H 2.8873 3.1977 -0.2044
H 1.0821 1.7092 0.4904
H 1.5841 -2.9259 -2.5557
H 0.9054 -5.1940 -3.3497
H -1.4905 -5.8063 -3.3553
H -3.1857 -4.2830 -2.5862
H -2.5004 -2.0328 -1.6233
H -1.0278 -0.4256 -4.1022
H -0.1858 0.6591 -6.1356
H 2.0370 1.7226 -6.0971
H 3.4822 1.6003 -4.1269
H 2.6708 0.5003 -2.0860
H 2.4521 -2.7540 3.1646
H 4.6504 -3.7966 3.5710
H 6.3002 -3.9718 1.7154
H 5.7204 -3.2018 -0.5187
H 3.5014 -2.1129 -0.9480
H -1.3660 -1.1792 1.5934
H -3.2565 -2.7045 1.7624
H -2.9273 -5.1685 1.3069
H -0.7435 -5.9793 0.6843
H 1.1938 -4.4706 0.4981
N -1.4141 -0.2395 4.5886
N -0.3905 0.2255 5.4811
H -2.2219 -0.6180 5.0691
H -0.9999 -0.9775 4.0524
H -0.1668 -0.4556 6.1926
H -0.6685 1.1085 5.8729
F 3.9634 3.3940 4.4453
C 2.6952 3.1051 4.3016
F 2.5717 1.8097 4.6048
F 2.3906 3.1996 2.9703
C 1.5624 3.9838 4.9032
O 1.6575 5.2029 4.9116
O 0.5044 3.3436 5.1428

***

(3)
85
Properties=species:S:1:pos:R:3 method="wB97M-V/def2-TZVPD" lumo_ev="0.5 / 0.5" orbital_gap_ev="7.88 / 7.96" spin_multiplicity=2 fmax_ev_per_a=0.8 e_above_lowest_kj_mol=0.0 e_homo_ev="-7.3958 / -7.4659"
Fe -0.3578 0.9151 -1.1639
O 1.1919 -0.2131 -1.1050
C 1.9088 -0.5622 -2.1449
C 2.5099 -1.8387 -2.1658
C 3.2915 -2.2358 -3.2262
C 3.5343 -1.3825 -4.3087
C 2.9720 -0.1278 -4.2982
C 2.1450 0.2880 -3.2467
C 1.6519 1.6403 -3.2157
N 0.6961 2.0487 -2.4736
C 0.5594 3.4853 -2.2526
C 0.6306 3.6809 -0.7307
N -0.4593 2.8611 -0.2369
C -1.5102 3.4382 0.1871
C -2.7983 2.7782 0.1954
C -3.8094 3.1459 1.0884
C -5.0742 2.6154 0.9834
C -5.3491 1.7446 -0.0784
C -4.3831 1.4059 -0.9971
C -3.0597 1.8917 -0.8817
O -2.1550 1.5827 -1.7778
H 2.3164 -2.5002 -1.3293
H 3.7267 -3.2285 -3.2199
H 4.1541 -1.7027 -5.1348
H 3.1573 0.5590 -5.1170
H 2.1950 2.3702 -3.8232
H 1.3535 4.0415 -2.7593
H -0.4132 3.8237 -2.6146
H 1.5809 3.3082 -0.3413
H 0.5149 4.7360 -0.4611
H -1.4742 4.5039 0.4392
H -3.5763 3.8501 1.8806
H -5.8456 2.8792 1.6938
H -6.3450 1.3301 -0.1837
H -4.6041 0.7389 -1.8211
O -0.7440 -0.5470 -3.4745
C -1.1632 -0.4436 -2.3553
C -2.3751 -1.2008 -1.8725
C -3.2650 -1.7751 -2.7720
C -4.4052 -2.3947 -2.2920
C -4.6530 -2.4406 -0.9223
C -3.7516 -1.8888 -0.0247
C -2.5996 -1.2747 -0.5039
P -1.2169 -0.5365 0.4263
C -0.1206 -1.9767 0.7144
C 0.8608 -1.8616 1.6981
C 1.7458 -2.9032 1.9234
C 1.6592 -4.0717 1.1749
C 0.6807 -4.1906 0.2002
C -0.2047 -3.1453 -0.0333
C -1.7913 -0.2336 2.1236
C -1.6523 1.0190 2.7056
C -2.0698 1.2330 4.0126
C -2.6126 0.1918 4.7467
C -2.7079 -1.0784 4.1898
C -2.2847 -1.2933 2.8898
H -3.0572 -1.7063 -3.8323
H -5.1155 -2.8313 -2.9827
H -5.5581 -2.9068 -0.5542
H -3.9645 -1.9153 1.0340
H 0.9355 -0.9478 2.2807
H 2.5003 -2.8076 2.6949
H 2.3469 -4.8880 1.3569
H 0.6022 -5.0983 -0.3850
H -0.9581 -3.2507 -0.8034
H -1.1813 1.8126 2.1449
H -1.9551 2.2121 4.4595
H -2.9380 0.3594 5.7656
H -3.0954 -1.9025 4.7751
H -2.3092 -2.2930 2.4713
S 1.6832 1.7590 2.2623
C 3.1701 1.0882 1.8664
N 3.2775 0.2329 0.8350
C 4.5065 -0.4449 0.4469
C 5.4377 -0.5447 1.6395
C 5.6034 0.8304 2.2580
N 4.2893 1.3693 2.5602
H 2.4197 0.0081 0.3346
H 5.0005 0.0934 -0.3699
H 4.2437 -1.4312 0.0698
H 6.4056 -0.9351 1.3239
H 5.0196 -1.2273 2.3824
H 6.1469 1.4874 1.5701
H 6.1738 0.7769 3.1852
H 4.1648 2.0418 3.2968